Here is a cluster of 2 separate species, C4H9O2 in total in a non-equilibrium geometry from the Open Molecules 2025 dataset. Energies are from ωB97M-V/def2-TZVPD.

Geometry (Å):
1 C -2.2346 -0.0055 -0.0785
2 C -2.3718 -0.0946 1.3628
3 C 2.5245 0.0032 0.4878
4 C -1.1391 1.1848 -1.8430
5 O 1.1772 0.2591 0.7243
6 O -1.7109 0.5955 -0.9062
7 H -1.4629 -0.1620 2.0109
8 H -2.8854 0.9817 1.4560
9 H -3.1280 -0.9380 1.7176
10 H 2.6904 -0.9984 0.0568
11 H 3.0611 0.1465 1.4808
12 H 2.8809 0.8371 -0.1274
13 H -1.3860 2.0884 -2.2906
14 H -0.1658 0.6729 -2.1798
15 H 1.0101 -0.0693 1.5664

* HOMO energy (alpha / beta): -13.9276 / -14.0387 eV
* spin multiplicity: 1
* gap between HOMO and LUMO (alpha / beta): 0.3189 / 0.3317 Eh
* LUMO energy (alpha / beta): -0.1929 / -0.1842 Eh
* charge: +1

---

Here is a cluster of 12 separate species, C41H65N8O4S3 in total in a non-equilibrium geometry from the Open Molecules 2025 dataset. Energies are from ωB97M-V/def2-TZVPD.

Geometry (Å):
1 C 1.0654 -0.1574 0.5572
2 C -0.3855 -0.4481 0.1800
3 C -1.3023 0.4337 1.0011
4 O -0.5753 -0.2850 -1.2085
5 H 1.8217 -0.6778 -0.0304
6 H 1.1876 -0.5090 1.5817
7 H 1.3929 0.8819 0.5853
8 H -0.5562 -1.4456 0.5850
9 H -0.9183 0.4479 2.0211
10 H -2.3509 0.1423 1.0619
11 H -1.2898 1.4757 0.6816
12 C 1.2548 3.7464 -0.3356
13 S 2.4133 5.1198 -0.2348
14 O 1.5552 6.1988 0.5301
15 C 3.4722 4.3059 1.0493
16 H 1.0181 3.2332 0.5965
17 H 1.5872 2.9471 -0.9979
18 H 0.3099 4.0905 -0.7561
19 H 2.9916 4.3855 2.0244
20 H 4.3581 4.9173 1.2208
21 H 3.5691 3.2278 0.9210
22 C 4.7069 -0.0467 -0.3603
23 S 6.3879 0.7565 -0.4643
24 O 7.2875 -0.3740 0.0090
25 C 6.5425 0.9751 -2.2920
26 H 4.2621 -0.1298 0.6314
27 H 4.8076 -1.0700 -0.7219
28 H 3.9595 0.4922 -0.9425
29 H 6.0814 0.1626 -2.8536
30 H 7.5945 1.1096 -2.5434
31 H 6.0600 1.8572 -2.7131
32 C -0.0681 -1.6977 4.0907
33 S -0.0665 -0.4932 5.4534
34 O -1.1955 -0.8566 6.3889
35 C 1.3653 -1.0903 6.4060
36 H -0.8660 -1.4860 3.3789
37 H -0.1856 -2.7005 4.5014
38 H 0.8830 -1.5401 3.5821
39 H 1.1365 -2.0947 6.7621
40 H 1.6303 -0.4596 7.2547
41 H 2.2559 -1.0459 5.7791
42 N 1.5617 1.0211 -2.8497
43 C 1.6382 2.1676 -3.5476
44 C 2.7463 2.0924 -4.3726
45 C 3.3869 0.8893 -4.1184
46 C 2.5511 0.1564 -3.3225
47 H 0.8459 0.6575 -2.2369
48 H 0.9086 2.9615 -3.4871
49 H 3.1198 2.7871 -5.1104
50 H 4.3248 0.4812 -4.4652
51 H 2.5318 -0.8432 -2.9140
52 N 0.6169 -3.0483 -2.0785
53 C 0.3687 -4.1752 -2.8450
54 C 1.4476 -5.0003 -2.7564
55 C 2.3119 -4.5189 -1.8802
56 C 1.8649 -3.2305 -1.5068
57 H 0.1076 -2.1776 -2.1283
58 H -0.5633 -4.2678 -3.3827
59 H 1.3990 -5.9227 -3.3161
60 H 3.2884 -4.8963 -1.6148
61 H 2.2931 -2.4108 -0.9490
62 N -0.4481 3.6793 4.1375
63 C 0.5505 2.8057 3.8209
64 C 1.1526 2.5680 5.0639
65 C 0.6144 3.3613 6.0446
66 C -0.2850 4.1525 5.4126
67 H -1.2313 3.9100 3.5430
68 H 0.4459 2.2135 2.9238
69 H 1.8968 1.7983 5.2054
70 H 0.7979 3.3691 7.1088
71 H -0.9372 4.9087 5.8237
72 N -2.6666 1.3647 -2.3782
73 C -2.9297 2.4413 -3.1646
74 C -4.3338 2.5947 -3.2472
75 C -4.8984 1.6730 -2.3474
76 C -3.8387 0.9539 -1.8836
77 H -1.7929 0.8752 -2.2469
78 H -2.1194 2.9450 -3.6706
79 H -4.8589 3.4443 -3.6581
80 H -5.9378 1.5230 -2.0953
81 H -3.8823 0.0477 -1.2978
82 N -1.7955 -1.0880 -4.1206
83 C -3.0316 -1.4589 -4.5582
84 C -2.9665 -1.9129 -5.8724
85 C -1.5720 -1.8254 -6.2816
86 C -0.9014 -1.2424 -5.1026
87 H -1.4908 -0.6669 -3.2547
88 H -3.8637 -1.4257 -3.8705
89 H -3.8295 -2.2373 -6.4348
90 H -1.0744 -2.0387 -7.2161
91 H 0.1584 -1.1869 -4.9027
92 N 0.1340 -4.5744 1.1349
93 C 0.9524 -5.6580 1.0746
94 C 0.9564 -6.3063 2.3209
95 C 0.0831 -5.5687 3.1540
96 C -0.5305 -4.5943 2.3053
97 H -0.0867 -3.9379 0.3823
98 H 1.4472 -5.9229 0.1518
99 H 1.5432 -7.1970 2.4901
100 H -0.2570 -5.8016 4.1523
101 H -1.2969 -3.8460 2.4435
102 N -3.3505 3.5729 1.7418
103 C -2.4798 4.0624 0.8255
104 C -1.9501 5.2781 1.2809
105 C -2.5515 5.5718 2.5393
106 C -3.3655 4.5035 2.7862
107 H -3.8243 2.6814 1.7134
108 H -2.4457 3.5381 -0.1181
109 H -1.1420 5.8156 0.8071
110 H -2.4045 6.4501 3.1503
111 H -4.0181 4.3219 3.6273
112 N -3.1559 -2.5217 -0.3654
113 C -4.3821 -2.2852 0.2311
114 C -5.1480 -3.4515 0.1383
115 C -4.3977 -4.4137 -0.6145
116 C -3.1323 -3.8685 -0.8505
117 H -2.4104 -1.8489 -0.4741
118 H -4.6543 -1.3878 0.7668
119 H -6.1233 -3.5426 0.5930
120 H -4.6222 -5.4044 -0.9814
121 H -2.2667 -4.2315 -1.3847

* HOMO energy: -5.8483 eV
* spin multiplicity: 1
* gap between HOMO and LUMO: 0.2913 Eh
* LUMO energy: 0.0764 Eh
* charge: -1

---

Here is a cluster of 38 separate species, F6H74O37P in total in a non-equilibrium geometry from the Open Molecules 2025 dataset. Energies are from ωB97M-V/def2-TZVPD.

Geometry (Å):
1 P 12.3408 12.7769 11.7417
2 F 12.4318 11.1818 11.5973
3 F 13.8781 12.9042 11.3049
4 F 11.7467 12.8103 10.2509
5 F 12.2190 14.4012 11.7031
6 F 10.7778 12.6354 12.2261
7 F 12.6981 12.6777 13.3332
8 O 16.2636 13.8546 10.5555
9 H 16.5181 14.3372 9.7598
10 H 16.4265 12.9412 10.2421
11 O 14.1018 5.7554 11.0627
12 H 14.6168 5.5573 10.3041
13 H 14.6550 6.0845 11.7976
14 O 10.6094 14.7368 7.1467
15 H 11.2533 15.1835 7.7253
16 H 11.0734 13.9856 6.7983
17 O 9.8904 11.4619 14.3393
18 H 9.3975 12.2617 14.6869
19 H 10.5973 11.8788 13.7999
20 O 12.0846 17.6725 12.8633
21 H 11.5782 17.6988 12.0513
22 H 12.9914 17.3636 12.6252
23 O 15.4017 18.0881 10.0550
24 H 16.0350 17.7661 9.3599
25 H 15.4787 17.4150 10.7491
26 O 17.3517 10.3734 15.8585
27 H 17.8812 9.9581 15.1805
28 H 16.6463 10.8050 15.3727
29 O 11.2106 15.1534 14.7030
30 H 11.1365 14.5030 14.0085
31 H 11.7953 15.8046 14.3404
32 O 10.0213 17.8131 14.7658
33 H 10.8052 17.7798 14.1628
34 H 10.0966 17.0274 15.3242
35 O 16.7164 12.0425 8.5702
36 H 15.8035 11.7307 8.3773
37 H 17.1440 11.3096 8.9928
38 O 14.0045 10.8098 16.5350
39 H 13.3711 11.4107 16.9738
40 H 14.8884 10.8064 16.9589
41 O 11.9749 7.8486 10.7670
42 H 11.5432 8.0649 11.5990
43 H 12.3749 7.0180 10.9679
44 O 8.8120 14.1927 14.8790
45 H 9.5104 14.8362 15.0457
46 H 7.9758 14.6302 14.8195
47 O 8.8659 15.0877 11.2642
48 H 9.5310 15.3349 11.9166
49 H 8.0918 14.9537 11.8148
50 O 5.9280 13.3619 7.9877
51 H 5.9533 12.4273 7.7532
52 H 6.8344 13.5645 8.4133
53 O 14.0529 6.7392 6.9401
54 H 14.2409 7.5804 6.5344
55 H 13.2900 6.9379 7.4693
56 O 15.9868 15.2416 14.9417
57 H 16.9441 15.4283 14.9462
58 H 15.8726 14.2659 15.1468
59 O 10.0841 10.5274 7.2900
60 H 9.6217 10.3504 6.5010
61 H 9.4750 10.5310 8.0059
62 O 6.5624 14.0121 12.4447
63 H 5.6455 14.0316 12.8019
64 H 6.7869 13.0720 12.2909
65 O 14.0775 11.3636 8.2237
66 H 13.6344 10.5157 8.2851
67 H 14.0939 11.6564 9.1518
68 O 16.6314 16.3172 8.2310
69 H 17.1309 16.6385 7.5080
70 H 15.8345 15.9070 7.8303
71 O 13.3136 19.7602 10.9556
72 H 14.1703 19.4357 10.6210
73 H 13.3913 19.9489 11.8860
74 O 9.4034 11.3040 9.7753
75 H 8.9639 12.1315 9.4892
76 H 10.0824 11.5698 10.3720
77 O 11.7184 12.7876 16.5781
78 H 11.8066 13.6410 16.1400
79 H 11.2193 12.2788 15.9045
80 O 14.7982 16.2544 12.4435
81 H 14.8226 15.4575 11.8846
82 H 15.0596 15.8274 13.2960
83 O 8.5799 13.8737 8.9298
84 H 8.7795 14.2692 9.8134
85 H 9.3418 14.0761 8.3511
86 O 12.3899 9.0514 8.1485
87 H 11.8816 8.8046 8.9205
88 H 11.8727 9.6962 7.7000
89 O 10.7960 8.7906 13.5262
90 H 10.2206 9.5367 13.8066
91 H 10.6006 8.0387 14.1294
92 O 14.2065 15.5972 7.0050
93 H 13.9163 14.6765 6.9861
94 H 13.6464 16.0643 7.6766
95 O 14.7456 9.0089 10.5437
96 H 14.3617 8.7584 9.6962
97 H 13.9166 9.2071 11.0180
98 O 15.1912 12.4764 14.5907
99 H 15.0550 12.4880 13.6132
100 H 14.4180 12.0699 15.0195
101 O 11.3349 18.5556 9.4639
102 H 10.4144 18.7477 9.2705
103 H 11.7336 19.3363 9.9175
104 O 13.0033 8.1724 16.1415
105 H 12.1256 8.0796 16.4904
106 H 13.1345 9.1119 16.1497
107 O 7.7090 11.2446 12.0939
108 H 8.0510 11.1090 11.2088
109 H 8.5032 11.3659 12.6370
110 O 12.0575 12.3637 6.7877
111 H 12.7626 12.3578 7.4855
112 H 11.3057 11.9042 7.1851
113 O 15.3949 7.2534 12.7065
114 H 15.3789 7.9880 12.1041
115 H 15.1595 7.5018 13.6038
116 O 12.2192 15.7038 9.0398
117 H 12.2159 15.0449 9.7195
118 H 11.7755 16.5124 9.3629

* HOMO energy: -8.6223 eV
* spin multiplicity: 1
* gap between HOMO and LUMO: 0.3843 Eh
* LUMO energy: 0.0674 Eh
* charge: -1

---

Here is a cluster of 2 separate species, C4H10N3 in total in a non-equilibrium geometry from the Open Molecules 2025 dataset. Energies are from ωB97M-V/def2-TZVPD.

Geometry (Å):
1 C -1.2601 -1.1912 0.1410
2 C -1.4208 1.1132 0.1853
3 C 0.8756 -0.1313 -0.3719
4 C 2.3654 -0.2232 -0.1455
5 N -1.9024 -0.0095 -0.4814
6 N 0.0419 -0.7952 0.5971
7 N 0.0244 0.5660 0.5448
8 H -1.7016 -1.6414 1.0921
9 H -1.1143 -1.8876 -0.6310
10 H -1.5348 2.0334 -0.5434
11 H -2.0046 1.2010 1.0788
12 H 0.4655 -0.0076 -1.3526
13 H 2.6774 0.1252 0.8747
14 H 2.7438 0.5942 -0.8211
15 H 2.9040 -1.2207 -0.3692
16 H -1.6318 0.0606 -1.5052
17 H 0.4726 1.4141 1.7076

* HOMO energy: -14.9464 eV
* spin multiplicity: 1
* gap between HOMO and LUMO: 0.3644 Eh
* LUMO energy: -0.1848 Eh
* charge: +1

---

Here is a cluster of 2 separate species, C14H15Cl in total in a non-equilibrium geometry from the Open Molecules 2025 dataset. Energies are from ωB97M-V/def2-TZVPD.

Geometry (Å):
1 C 1.2413 -2.1431 1.4375
2 C 1.6393 -2.4080 0.1245
3 C 1.5063 2.5986 0.6490
4 C 1.9006 2.3621 -0.7306
5 C 1.1240 -0.8257 1.8942
6 C 2.0493 -1.3611 -0.6819
7 C 1.3172 1.5677 1.4993
8 C 2.0510 1.1053 -1.1774
9 C 1.4430 0.2459 1.0275
10 C 1.8362 -0.0403 -0.2691
11 C -0.9533 0.8165 -0.4363
12 C -3.3375 -0.0973 0.3996
13 C -2.0862 -0.8029 -1.6510
14 C -1.9431 -0.3455 -0.2413
15 Cl -1.6580 2.3238 -0.1917
16 H 0.8604 -3.0288 1.9239
17 H 1.5617 -3.3721 -0.4744
18 H 1.6421 3.6775 0.9984
19 H 1.9560 3.1407 -1.4815
20 H 0.5869 -0.6262 2.7345
21 H 2.0883 -1.4726 -1.8661
22 H 1.2121 1.7641 2.5145
23 H 2.4500 0.8648 -2.1981
24 H -3.8861 -1.0725 0.5362
25 H -3.8379 0.6573 -0.1491
26 H -3.2062 0.2342 1.4426
27 H -2.4149 -1.8419 -1.7998
28 H -1.1238 -0.7474 -1.9884
29 H -2.6957 -0.1979 -2.2312
30 H -1.3230 -0.9751 0.3862

* HOMO energy: -8.0030 eV
* spin multiplicity: 1
* gap between HOMO and LUMO: 0.2925 Eh
* LUMO energy: -0.0016 Eh
* charge: 0

---

Here is a structure of composition C47H57AsInN5O6 from the Open Molecules 2025 dataset. Energies are from ωB97M-V/def2-TZVPD.

Geometry (Å):
1 In 0.0945 0.6689 1.3208
2 C -0.4454 -1.0201 -2.8857
3 O -0.1437 0.1838 -2.2162
4 C -0.2127 1.3292 -3.0322
5 C 0.4933 2.4635 -2.3115
6 O -0.1358 2.8684 -1.1129
7 C -1.2526 3.6971 -1.3081
8 H 0.1451 -1.1141 -3.8041
9 H -1.5112 -1.0879 -3.1311
10 H -0.1794 -1.8310 -2.2094
11 H -1.2615 1.5834 -3.2595
12 H 0.2910 1.1428 -3.9911
13 H 0.5932 3.3252 -2.9871
14 H 1.4934 2.1339 -2.0210
15 H -0.9946 4.5636 -1.9294
16 H -1.5628 4.0414 -0.3221
17 H -2.0915 3.1680 -1.7802
18 C 5.7232 3.2389 -0.9124
19 As 4.1140 2.2551 -0.3567
20 C 4.7532 1.7609 1.4224
21 C 4.5073 0.5879 -1.3703
22 C 5.6766 -0.2075 -0.9089
23 C 5.5447 -1.1108 0.1451
24 C 6.6310 -1.8362 0.5997
25 C 7.8776 -1.6710 0.0125
26 C 8.0228 -0.7773 -1.0362
27 C 6.9312 -0.0547 -1.4925
28 H 6.6219 2.6416 -0.7639
29 H 5.8008 4.1481 -0.3171
30 H 5.6395 3.5192 -1.9629
31 H 5.7634 1.3574 1.3836
32 H 4.0730 1.0388 1.8705
33 H 4.7228 2.6620 2.0331
34 H 4.6475 0.9198 -2.4049
35 H 3.5865 0.0074 -1.3211
36 H 4.5754 -1.2371 0.6098
37 H 6.5047 -2.5349 1.4168
38 H 8.7278 -2.2366 0.3687
39 H 8.9892 -0.6430 -1.5051
40 H 7.0508 0.6343 -2.3200
41 C -7.2525 2.1017 -2.4432
42 C -5.7782 1.8952 -2.7498
43 N -5.3785 0.4988 -2.7087
44 C -5.8894 -0.3732 -3.7649
45 C -6.8892 -1.3917 -3.2431
46 C -4.4154 -0.0185 -1.9115
47 O -3.9346 -1.1260 -2.1035
48 C -3.9318 0.7658 -0.7228
49 C -4.7437 1.4075 0.2025
50 C -4.1637 1.9628 1.3319
51 C -2.7969 1.8467 1.5065
52 N -2.0204 1.2180 0.6287
53 C -2.5686 0.6878 -0.4554
54 H -7.4921 3.1643 -2.4459
55 H -7.5153 1.6914 -1.4694
56 H -7.8838 1.6188 -3.1868
57 H -5.1576 2.4618 -2.0597
58 H -5.5512 2.2798 -3.7501
59 H -5.0410 -0.8827 -4.2272
60 H -6.3438 0.2726 -4.5190
61 H -6.4132 -2.0606 -2.5282
62 H -7.2752 -1.9937 -4.0646
63 H -7.7318 -0.9027 -2.7541
64 H -5.8139 1.4562 0.0562
65 H -4.7591 2.4695 2.0774
66 H -2.2934 2.2725 2.3679
67 H -1.8998 0.1728 -1.1291
68 N -3.7770 -6.4371 -0.0011
69 C -4.3728 -5.2344 0.1837
70 O -5.5763 -5.0838 0.1391
71 C -3.4505 -4.0772 0.4457
72 C -3.9566 -2.9808 1.1317
73 C -3.1217 -1.8991 1.3475
74 N -1.8630 -1.8447 0.9251
75 C -1.3825 -2.8967 0.2780
76 C -2.1317 -4.0335 0.0142
77 H -4.3726 -7.2353 -0.1402
78 H -2.8015 -6.5803 0.1812
79 H -4.9833 -2.9800 1.4689
80 H -3.4853 -1.0226 1.8754
81 H -0.3525 -2.8181 -0.0546
82 H -1.6872 -4.8387 -0.5536
83 C -0.4213 -0.2023 3.2829
84 C 0.3389 0.5575 4.2886
85 C 1.7044 0.3196 4.4773
86 C 2.4606 1.1009 5.3232
87 C 1.8619 2.1529 6.0166
88 C 0.5005 2.3992 5.8532
89 C -0.2425 1.6083 5.0014
90 C 2.6371 2.9755 6.8922
91 N 3.2573 3.6349 7.6002
92 H -1.4967 -0.1617 3.4571
93 H -0.1068 -1.2437 3.2197
94 H 2.1825 -0.4812 3.9253
95 H 3.5187 0.9121 5.4436
96 H 0.0348 3.2113 6.3956
97 H -1.3000 1.8111 4.8797
98 C 0.2158 4.9292 2.3575
99 O -0.2028 3.6231 1.9537
100 C 0.7939 2.6750 1.8672
101 O 1.9239 2.9430 2.1898
102 H -0.5340 5.6253 1.9825
103 H 1.1961 5.1673 1.9452
104 H 0.2691 4.9905 3.4476
105 C 1.3256 -0.6859 0.2933
106 C 1.9198 -1.6812 -0.0639
107 C 2.5819 -2.8654 -0.5245
108 C 2.5910 -4.0137 0.2673
109 C 3.2256 -5.1609 -0.1746
110 C 3.8591 -5.1763 -1.4094
111 C 3.8541 -4.0376 -2.2019
112 C 3.2194 -2.8889 -1.7656
113 H 2.1059 -3.9915 1.2340
114 H 3.2337 -6.0456 0.4485
115 H 4.3613 -6.0716 -1.7503
116 H 4.3548 -4.0425 -3.1609
117 H 3.2211 -1.9975 -2.3765

* HOMO energy: -7.5517 eV
* spin multiplicity: 1
* gap between HOMO and LUMO: 0.2690 Eh
* LUMO energy: -0.0086 Eh
* charge: 0

---

no.,E (eV)
1,-8374.7428
2,-96183.3525
3,-102569.3071
4,-8768.7603
5,-27279.2333
6,-135409.9201